140
Properties=species:S:1:pos:R:3:forces:R:3 method="wB97M-V/def2-TZVPD" largest_force_ev_per_a=3.939 charge=0 smiles=CC1(C)CCCC(C)(C)N1O.CC1(C)CCCC(C)(C)N1O.CC1(C)CCCC(C)(C)N1O.CC1(C)CCCC(C)(C)N1O.c1cc[nH]c1.c1cc[nH]c1 homo_lumo_gap_ev=8.6
N -1.769101 -4.559916 -1.861491 1.163 0.924 -2.987
C -2.988722 -4.164269 -2.343583 1.812 0.177 -0.971
C -3.901430 -4.439566 -1.426693 -1.027 -1.220 2.310
C -3.193853 -5.100075 -0.343119 -2.032 0.241 0.857
C -1.892263 -5.157358 -0.716327 0.312 -0.793 3.845
H -0.890231 -4.283479 -2.262852 0.154 -0.297 -0.069
H -3.018546 -3.946690 -3.369681 -0.414 0.840 -0.995
H -4.955502 -4.277480 -1.486545 -0.343 0.013 -0.089
H -3.615385 -5.387384 0.646006 0.426 0.099 -1.100
H -1.079375 -5.440777 -0.049230 0.044 0.039 -0.651
N -0.619414 -1.353644 1.347441 1.767 0.409 -0.154
C 0.712774 -1.241457 1.012396 0.297 0.254 0.180
C 0.804646 -1.296546 -0.380151 -0.541 0.256 2.047
C -0.533889 -1.410137 -0.812499 0.325 -0.130 -1.163
C -1.386896 -1.417568 0.256429 0.436 -0.677 -0.564
H -1.036861 -1.251510 2.236442 -0.132 0.106 1.514
H 1.489633 -1.018114 1.767199 -0.712 -0.400 -0.668
H 1.719746 -1.253590 -0.942108 0.014 0.087 -0.247
H -0.742917 -1.497670 -1.845658 -0.670 -0.083 -0.749
H -2.419649 -1.636763 0.406038 -0.502 0.165 -0.530
C -1.391943 2.669554 -1.296728 -0.688 -0.311 -1.358
C -1.936129 1.970824 -2.595396 0.744 -1.765 0.472
C -2.858987 0.853414 -2.048547 -1.971 2.611 -0.133
C -3.798665 0.229948 -3.108279 0.928 2.064 0.578
C -4.534792 1.426471 -3.786746 0.554 -0.948 -0.224
C -3.614018 2.475562 -4.433169 -0.857 -0.022 -0.046
N -2.713705 2.932407 -3.347604 -0.756 0.772 -0.435
O -1.806179 3.912730 -3.874602 -0.451 0.465 0.163
C -2.934776 1.874273 -5.653475 -0.556 0.429 -1.361
C -4.497079 3.645334 -5.000947 1.035 0.538 1.863
C -0.776203 1.291783 -3.440329 -0.847 1.882 0.622
H -0.920596 1.951908 -0.613160 0.294 0.090 -0.500
H -2.333527 2.948988 -0.788306 0.759 0.790 -0.107
H -0.722023 3.479739 -1.649927 -0.421 -0.215 0.861
H -2.256174 0.176678 -1.555051 1.259 -1.597 0.738
H -3.445482 1.354104 -1.172987 0.365 -0.918 -1.613
H -4.462589 -0.397105 -2.526691 -0.337 -0.498 -0.563
H -3.190903 -0.295336 -3.869443 -0.535 -0.174 0.491
H -5.183272 1.943298 -3.101785 -0.303 0.078 0.542
H -5.134904 1.016173 -4.580530 -0.558 -0.036 -0.393
H -2.283394 2.591660 -6.215052 -0.659 -0.495 0.518
H -2.338477 1.061053 -5.349394 0.802 -1.013 0.089
H -3.731354 1.455089 -6.344400 0.922 0.635 0.639
H -5.184919 3.355112 -5.756869 -0.343 -0.704 -0.759
H -5.108671 4.180565 -4.250488 0.426 -0.376 0.055
H -3.800712 4.366188 -5.417650 -0.051 0.229 -0.250
H 0.067977 1.211216 -2.816869 1.094 -0.498 0.980
H -0.448474 1.964860 -4.216261 -0.085 0.200 -0.484
H -1.011753 0.343662 -3.855210 -0.364 -0.855 -0.297
H -2.245250 4.732264 -3.586512 0.474 -0.317 -0.190
C -3.904638 -1.426020 2.962784 -0.831 -1.245 -2.028
C -3.263880 -1.129555 4.264957 -1.117 1.567 1.405
C -3.214924 -2.380982 5.126763 2.028 -1.063 0.418
C -2.211553 -2.244968 6.318668 -0.623 1.845 -1.346
C -0.875574 -1.687254 5.768619 1.363 -1.222 2.408
C -0.897438 -0.420183 5.007378 -0.667 1.859 -1.369
N -1.925372 -0.603873 3.938975 1.118 0.031 0.012
O -2.009130 0.628444 3.235538 -0.792 -0.496 -0.170
C -1.265905 0.858776 5.848354 0.940 -0.706 0.365
C 0.422846 -0.050450 4.288954 -0.054 -1.997 0.723
C -4.217794 -0.136550 4.991391 -1.476 0.147 1.231
H -3.145316 -1.894721 2.316928 -0.426 -0.007 0.143
H -4.328094 -0.587428 2.403328 0.381 0.270 0.311
H -4.749584 -2.138257 3.028631 0.438 0.180 0.321
H -4.184307 -2.665561 5.510610 -0.425 0.209 -0.150
H -2.874637 -3.214848 4.496265 -0.018 0.068 0.033
H -1.948210 -3.158926 6.780318 -0.213 -1.175 0.431
H -2.722123 -1.618352 7.077192 0.675 -0.046 -0.219
H -0.342062 -2.554639 5.289182 -0.598 1.041 -0.328
H -0.181418 -1.474017 6.618697 -0.506 -0.254 -0.196
H -0.476024 1.010485 6.613248 -0.566 0.014 -0.361
H -1.365555 1.799034 5.276371 0.445 -0.530 0.116
H -2.209576 0.685298 6.311349 -0.516 0.039 0.746
H 1.231121 0.224319 4.977764 -0.311 -0.032 -0.127
H 0.752755 -0.864913 3.631605 0.048 -0.045 0.495
H 0.160923 0.723754 3.640165 0.060 1.545 -0.856
H -4.068799 0.101268 6.082638 0.312 -0.437 -1.097
H -5.257671 -0.559950 4.986221 0.898 -0.044 -0.117
H -4.395773 0.809980 4.488305 0.480 0.232 -0.262
H -2.342197 1.244141 3.900552 -0.160 0.314 -0.233
C 4.927571 4.664348 3.409767 -0.673 -2.050 -0.033
C 4.009306 5.073365 2.243819 0.160 1.049 0.723
C 4.645850 4.714903 0.902226 0.532 -0.850 -0.151
C 3.627364 4.787068 -0.216146 0.066 0.318 -1.002
C 2.396327 3.907147 0.087368 2.094 0.435 0.402
C 1.723675 4.321812 1.363052 -1.288 1.302 0.165
N 2.712097 4.359160 2.403936 0.978 0.754 1.697
O 2.115940 4.907390 3.601844 -0.669 0.138 -0.428
C 0.901555 5.645982 1.174233 -0.328 -2.021 -1.140
C 0.682978 3.326672 1.775701 -1.246 -0.503 -1.719
C 3.912849 6.602011 2.416711 -1.936 0.625 -1.701
H 5.846845 5.172798 3.585917 0.873 0.634 -0.869
H 5.109748 3.593466 3.278665 0.377 0.011 0.057
H 4.492434 4.722140 4.389182 -0.994 0.219 0.290
H 5.566312 5.301136 0.765846 -0.517 0.381 -0.169
H 5.066470 3.700294 0.881420 -0.343 -0.169 0.521
H 4.069389 4.558127 -1.244912 -0.557 0.225 1.415
H 3.258929 5.801938 -0.228536 -0.023 0.609 -0.492
H 2.815859 2.924576 0.275928 -0.466 -0.651 -0.474
H 1.726869 4.008745 -0.733774 -0.659 -0.587 -0.625
H 0.167289 5.768828 1.956116 -0.147 0.264 0.253
H 1.526739 6.462998 1.037630 0.912 1.755 -0.026
H 0.349305 5.499454 0.226579 0.039 0.195 0.481
H 0.297965 3.467915 2.748298 -0.721 0.920 0.990
H -0.141953 3.293855 0.996992 0.881 -0.064 1.081
H 1.109400 2.373927 1.892287 0.716 -1.610 -0.435
H 3.498527 6.919124 3.357824 -0.268 -0.216 0.444
H 3.364393 7.192682 1.617485 0.457 -0.906 0.702
H 4.880992 6.984395 2.393425 1.842 0.632 -0.069
H 1.552943 5.682891 3.332194 0.880 -0.895 0.178
C 3.788882 -5.826653 -1.522538 -0.168 0.706 0.047
C 3.761812 -4.261374 -1.563682 0.415 -0.471 1.720
C 5.000548 -3.704397 -2.294383 -1.166 -1.161 -1.391
C 4.831696 -4.029985 -3.850246 0.614 1.922 0.840
C 3.494085 -3.341013 -4.285579 -0.128 -0.445 -0.444
C 2.235753 -3.831697 -3.566526 0.303 0.152 1.413
N 2.553043 -3.633654 -2.117064 -0.748 -0.133 -0.746
O 1.373619 -4.094021 -1.418777 0.805 -0.140 -0.032
C 1.068888 -2.880077 -3.883932 0.414 -1.353 -0.020
C 1.826697 -5.275104 -3.840000 0.544 -0.927 -0.070
C 3.772770 -3.804845 -0.046082 0.421 -1.727 -0.314
H 2.773194 -6.230058 -1.510564 0.263 0.001 0.149
H 4.289823 -6.085191 -0.601223 0.031 -0.310 0.321
H 4.365434 -6.295411 -2.308994 -0.056 0.010 -0.427
H 4.991454 -2.634487 -2.252762 0.043 0.778 0.363
H 5.918781 -4.066011 -1.804875 -0.300 -0.105 -0.454
H 4.892033 -5.084332 -4.054067 -0.128 -0.409 -0.138
H 5.704105 -3.519125 -4.348240 -0.918 -0.614 0.128
H 3.150885 -3.471962 -5.333908 1.153 0.237 0.131
H 3.607616 -2.263837 -4.044605 -0.168 -0.452 -0.390
H 0.102475 -3.319455 -3.608044 0.296 0.525 0.254
H 1.342503 -1.960033 -3.448672 -0.384 1.227 1.011
H 1.009047 -2.659963 -4.922214 0.037 -0.166 -1.210
H 2.714653 -5.900892 -3.989079 -0.053 0.122 -0.274
H 1.376342 -5.739029 -2.929577 -0.299 0.613 -1.050
H 1.206148 -5.364922 -4.753756 0.110 -0.003 0.653
H 4.792654 -3.914895 0.454044 -1.380 -0.251 -0.686
H 2.944297 -4.369292 0.473217 1.167 0.591 -0.239
H 3.529562 -2.782272 -0.038375 -0.350 1.478 0.195
H 1.091295 -3.257612 -1.041957 -0.483 0.243 0.582